{
  "formula": "C63H140F8N11NaO16S8",
  "method": "the ωB97M-V functional and the def2-TZVPD basis",
  "symbols": ["Na", "C", "C", "C", "N", "C", "C", "C", "C", "C", "C", "H", "H", "H", "H", "H", "H", "H", "H", "H", "H", "H", "H", "H", "H", "H", "H", "H", "H", "H", "H", "C", "C", "C", "N", "C", "C", "C", "C", "C", "C", "H", "H", "H", "H", "H", "H", "H", "H", "H", "H", "H", "H", "H", "H", "H", "H", "H", "H", "H", "H", "C", "C", "C", "N", "C", "C", "C", "C", "C", "C", "H", "H", "H", "H", "H", "H", "H", "H", "H", "H", "H", "H", "H", "H", "H", "H", "H", "H", "H", "H", "C", "C", "C", "N", "C", "C", "C", "C", "C", "C", "H", "H", "H", "H", "H", "H", "H", "H", "H", "H", "H", "H", "H", "H", "H", "H", "H", "H", "H", "H", "C", "C", "C", "N", "C", "C", "C", "C", "C", "C", "H", "H", "H", "H", "H", "H", "H", "H", "H", "H", "H", "H", "H", "H", "H", "H", "H", "H", "H", "H", "C", "C", "C", "N", "C", "C", "C", "C", "C", "C", "H", "H", "H", "H", "H", "H", "H", "H", "H", "H", "H", "H", "H", "H", "H", "H", "H", "H", "H", "H", "C", "C", "C", "N", "C", "C", "C", "C", "C", "C", "H", "H", "H", "H", "H", "H", "H", "H", "H", "H", "H", "H", "H", "H", "H", "H", "H", "H", "H", "H", "N", "S", "O", "O", "F", "S", "O", "O", "F", "N", "S", "O", "O", "F", "S", "O", "O", "F", "N", "S", "O", "O", "F", "S", "O", "O", "F", "N", "S", "O", "O", "F", "S", "O", "O", "F"],
  "positions_angstrom": [[-12.24637, -8.53715, 3.91860], [-15.70603, -14.13726, -6.32040], [-14.22391, -13.76498, -6.44541], [-13.31908, -14.98785, -6.17622], [-11.78362, -14.77505, -6.22895], [-11.17793, -16.15534, -6.21129], [-9.60253, -16.15833, -6.11825], [-9.14109, -15.34794, -4.88749], [-9.68996, -13.99063, -4.83388], [-11.26231, -14.01607, -4.96068], [-11.39847, -14.01952, -7.52105], [-15.89030, -14.90007, -7.07689], [-16.32539, -13.26137, -6.51353], [-16.00040, -14.43459, -5.31390], [-14.01193, -12.98760, -5.71135], [-13.94831, -13.33147, -7.40677], [-13.41868, -15.69138, -7.00279], [-13.52467, -15.47535, -5.22323], [-11.62616, -16.76265, -5.42494], [-11.33703, -16.70819, -7.13711], [-9.21410, -17.16945, -5.99637], [-9.15191, -15.86369, -7.06600], [-9.27549, -15.86206, -3.93580], [-8.07389, -15.14596, -4.97916], [-9.62103, -13.46154, -3.88340], [-9.20201, -13.24890, -5.46621], [-11.63119, -14.60339, -4.11979], [-11.86605, -13.10889, -4.98571], [-12.00731, -14.19046, -8.40885], [-10.31692, -14.14565, -7.57051], [-11.65742, -12.97924, -7.32395], [-22.55143, -17.82538, 0.20312], [-21.65317, -18.66015, 1.04753], [-22.43672, -19.76283, 1.78777], [-21.54922, -20.84928, 2.50852], [-20.39136, -21.31746, 1.52037], [-19.75653, -22.59586, 2.03916], [-20.77220, -23.64799, 2.34127], [-21.75742, -23.26789, 3.37128], [-22.45588, -22.04342, 2.93156], [-20.88392, -20.29545, 3.75195], [-23.20908, -17.29054, 0.88835], [-23.08386, -18.47640, -0.49026], [-21.98173, -17.15330, -0.43864], [-21.00101, -18.11039, 1.72616], [-20.91956, -19.08747, 0.36393], [-23.14962, -20.20045, 1.08894], [-23.04593, -19.35573, 2.59476], [-20.88841, -21.51431, 0.57048], [-19.53028, -20.65554, 1.42822], [-19.05776, -23.06424, 1.34601], [-19.04787, -22.48147, 2.85941], [-21.35851, -23.89909, 1.45736], [-20.19188, -24.46619, 2.76775], [-22.37241, -24.15546, 3.52000], [-21.30579, -23.10781, 4.35032], [-23.10632, -22.31076, 2.09876], [-23.06126, -21.70228, 3.77134], [-21.66081, -20.08985, 4.48833], [-20.37334, -19.40356, 3.38871], [-20.14112, -21.03481, 4.05144], [-12.83515, -16.43193, 7.42960], [-12.89219, -17.87120, 7.96897], [-11.86229, -18.87602, 7.40175], [-12.16281, -20.38545, 7.86910], [-13.64756, -20.83061, 7.51568], [-13.78488, -22.31796, 7.80524], [-12.75522, -23.11450, 7.01723], [-11.37291, -22.73567, 7.36096], [-11.09982, -21.23897, 7.19766], [-11.89075, -20.44353, 9.38447], [-13.29983, -16.35929, 6.44629], [-11.81536, -16.04886, 7.39236], [-13.40238, -15.83647, 8.14499], [-13.93011, -18.17580, 7.83466], [-12.90865, -17.78071, 9.05508], [-10.86674, -18.66576, 7.79260], [-11.92916, -18.87191, 6.31381], [-13.92455, -20.59185, 6.48885], [-14.33021, -20.23725, 8.12397], [-14.77165, -22.63921, 7.47181], [-13.87767, -22.50295, 8.87541], [-12.88903, -22.92179, 5.95278], [-12.90339, -24.19403, 7.04464], [-10.74198, -23.32648, 6.69691], [-11.19390, -22.97272, 8.40970], [-11.29153, -21.01039, 6.14928], [-10.13546, -20.96998, 7.62865], [-10.97409, -19.90014, 9.61370], [-11.90731, -21.45577, 9.78845], [-12.70485, -19.86412, 9.81993], [-12.99728, 1.83321, 3.71984], [-14.00398, 1.47429, 2.58247], [-13.41589, 0.29471, 1.79479], [-14.38375, -0.15689, 0.61050], [-14.36025, 0.85674, -0.63195], [-13.03660, 0.88722, -1.33202], [-12.68990, -0.47609, -1.87933], [-12.53246, -1.46693, -0.71071], [-13.79994, -1.57912, 0.17495], [-15.79594, -0.34752, 1.15065], [-12.74855, 0.96689, 4.33281], [-13.41647, 2.49063, 4.48154], [-12.02288, 2.09213, 3.30559], [-14.07720, 2.35549, 1.94513], [-15.00227, 1.39440, 3.01276], [-13.37077, -0.61262, 2.39713], [-12.47132, 0.57633, 1.32941], [-14.74182, 1.79130, -0.22074], [-15.06784, 0.41424, -1.33309], [-12.14410, 1.19771, -0.78876], [-13.16774, 1.54252, -2.19312], [-11.81025, -0.52076, -2.52146], [-13.55326, -0.89709, -2.39457], [-11.75860, -1.16800, -0.00369], [-12.32357, -2.44541, -1.14319], [-13.65425, -2.18238, 1.07102], [-14.55128, -2.04985, -0.45908], [-16.20566, 0.64298, 1.34848], [-15.82829, -0.96776, 2.04640], [-16.48385, -0.77861, 0.42330], [-24.83333, -7.15569, -4.24958], [-23.63964, -6.97757, -5.13882], [-23.67573, -5.71435, -6.09276], [-22.38235, -5.47922, -6.89358], [-21.10184, -5.39897, -6.06098], [-21.13714, -4.08453, -5.21957], [-21.34772, -2.75850, -5.92802], [-22.61388, -2.84032, -6.81905], [-22.49603, -4.10592, -7.64581], [-22.19924, -6.56961, -7.92896], [-25.70806, -7.54654, -4.76936], [-25.24913, -6.26438, -3.77971], [-24.58732, -7.85618, -3.45153], [-23.55838, -7.81274, -5.83453], [-22.71857, -7.00077, -4.55642], [-23.79488, -4.79016, -5.52726], [-24.44358, -5.78989, -6.86268], [-20.94993, -6.19757, -5.33486], [-20.29779, -5.33846, -6.79444], [-21.90657, -4.29636, -4.47715], [-20.20900, -4.07848, -4.64806], [-21.48128, -1.95093, -5.20822], [-20.46749, -2.42468, -6.47743], [-23.51690, -2.80468, -6.20962], [-22.67959, -1.88766, -7.34462], [-23.41720, -3.98611, -8.21608], [-21.68361, -4.11529, -8.37245], [-23.11210, -6.58709, -8.52435], [-22.06807, -7.49124, -7.36196], [-21.37066, -6.39862, -8.61621], [-3.70738, -10.03577, 8.45845], [-4.13787, -10.56747, 7.06273], [-3.76259, -12.05296, 6.82273], [-4.01203, -12.64634, 5.44222], [-5.53618, -12.59175, 5.16278], [-5.80565, -13.30453, 3.80415], [-5.45557, -14.79999, 3.97878], [-3.99715, -14.99798, 4.38295], [-3.56521, -14.17984, 5.62985], [-3.13166, -11.99747, 4.37430], [-2.66527, -10.33859, 8.56050], [-4.21978, -10.67808, 9.17469], [-3.81537, -8.95145, 8.48471], [-3.77499, -10.00239, 6.20418], [-5.21642, -10.41002, 7.06920], [-4.36670, -12.64672, 7.50874], [-2.68153, -12.09938, 6.95410], [-6.05182, -12.96635, 6.04703], [-5.64213, -11.51408, 5.03829], [-6.85619, -13.21719, 3.52698], [-5.19633, -12.88284, 3.00477], [-6.08422, -15.24856, 4.74799], [-5.62563, -15.29175, 3.02099], [-3.77592, -16.05286, 4.54536], [-3.43014, -14.67916, 3.50834], [-4.06090, -14.62719, 6.49140], [-2.47832, -14.20734, 5.70741], [-3.43896, -10.96793, 4.19067], [-3.22662, -12.44771, 3.38618], [-2.07401, -12.13153, 4.60128], [-19.92953, -10.23386, 12.00093], [-19.84448, -9.83270, 10.50014], [-21.24540, -9.39190, 9.93152], [-21.28410, -9.64742, 8.32898], [-21.14572, -11.16099, 8.05305], [-21.52169, -11.51287, 6.57873], [-22.95737, -11.07603, 6.30632], [-23.15962, -9.57812, 6.52498], [-22.72210, -9.20537, 7.93417], [-20.19472, -8.73491, 7.63638], [-20.85521, -10.74487, 12.26564], [-19.79400, -9.37549, 12.65892], [-19.07564, -10.87799, 12.21084], [-19.41085, -10.71527, 10.02990], [-19.05078, -9.11042, 10.30925], [-21.34710, -8.30702, 9.90321], [-22.07516, -9.94439, 10.37238], [-21.59888, -11.81848, 8.79497], [-20.07841, -11.37609, 8.10483], [-21.31538, -12.56547, 6.38491], [-20.83836, -10.88493, 6.00701], [-23.72221, -11.61241, 6.86794], [-23.04783, -11.31772, 5.24731], [-24.14390, -9.23304, 6.20839], [-22.60474, -8.96513, 5.81473], [-23.36395, -9.71661, 8.65164], [-22.82622, -8.15513, 8.20668], [-20.32706, -7.67021, 7.82871], [-20.27488, -8.82983, 6.55348], [-19.19208, -9.13301, 7.79232], [-12.05340, -4.74576, -8.11195], [-13.12346, -3.79723, -8.97860], [-14.27707, -3.26645, -8.25344], [-13.29959, -4.12140, -10.38013], [-12.10014, -2.51607, -9.07792], [-13.01672, -5.72640, -7.67304], [-13.49242, -6.62048, -8.72388], [-13.97773, -5.41585, -6.59558], [-11.96896, -6.63534, -6.88350], [-12.19813, -21.35702, 0.44206], [-10.76951, -21.81400, -0.28047], [-9.65113, -21.63632, 0.60968], [-10.58991, -21.54785, -1.69814], [-11.03405, -23.38250, -0.32648], [-12.31058, -20.01343, -0.12554], [-13.12096, -19.96864, -1.37466], [-11.24381, -18.98722, -0.15048], [-13.36794, -19.37170, 0.92587], [-16.03972, -10.07786, 1.48039], [-16.13764, -11.63929, 0.98483], [-16.36338, -11.87554, -0.42959], [-16.73528, -12.57400, 1.91201], [-14.58361, -12.01595, 1.08332], [-17.05721, -9.42129, 0.60069], [-18.43772, -9.82471, 0.75547], [-16.56423, -9.02149, -0.70523], [-17.12417, -8.00523, 1.45516], [-13.00914, -6.86602, 8.23483], [-12.29911, -7.06474, 9.50495], [-13.04730, -7.87678, 10.51046], [-11.32880, -6.04753, 9.99356], [-11.34017, -8.29262, 8.98754], [-13.71332, -5.39307, 8.63362], [-12.85100, -4.18680, 8.55691], [-14.80289, -5.41490, 9.62811], [-14.56350, -5.23394, 7.28015]],
  "forces_ev_per_angstrom": [[-0.26, 0.07, 0.12], [0.42, 0.32, -0.53], [0.87, 0.02, 1.06], [0.55, 0.33, -0.68], [-0.30, -0.04, -0.20], [2.00, -0.90, -0.66], [-0.88, 0.29, 1.23], [1.70, -0.44, -0.60], [-3.10, 2.54, 0.16], [-0.10, -0.77, -1.26], [-0.11, 0.70, 1.84], [-0.55, -0.12, 0.27], [0.09, -0.03, -0.33], [0.32, -0.43, -0.08], [0.10, 0.10, 0.12], [-0.43, -0.11, -0.15], [-0.50, -0.25, 0.19], [-0.05, 0.03, -0.07], [-0.01, 0.40, 0.25], [-0.79, 0.46, -0.21], [-0.54, -0.23, 0.06], [-0.07, 0.55, 0.11], [-0.28, -0.31, -0.20], [0.31, -0.64, 0.10], [0.46, -0.50, 0.50], [-0.21, -0.32, -0.71], [-0.08, -0.18, -0.06], [0.73, 0.39, 0.13], [0.30, -1.19, 0.18], [-0.33, 0.16, -0.71], [0.47, 0.15, 0.24], [-0.36, 0.35, 0.07], [1.48, -1.38, 0.32], [0.72, 0.10, 0.66], [0.46, -0.36, -1.11], [-0.20, -1.07, 0.83], [0.25, -0.53, -0.28], [0.97, -0.90, 0.43], [0.80, -0.21, 1.06], [-1.12, 0.79, -0.15], [-0.21, -0.01, -1.45], [-0.39, 0.29, -0.60], [-0.41, 0.11, 0.16], [-0.04, 0.23, 0.34], [-0.40, 0.42, 0.22], [-0.07, -0.52, -0.01], [0.37, -0.68, 0.07], [0.03, 0.16, 0.06], [0.10, 0.23, 0.00], [-0.88, 0.99, 0.02], [-0.18, 0.57, -0.84], [-0.39, 0.56, 0.53], [0.43, -0.46, -0.29], [-0.31, -0.62, -0.64], [-0.79, 0.52, -0.03], [0.31, 0.04, 0.09], [0.04, 0.47, -0.19], [-0.21, 0.53, -0.33], [0.32, 0.01, 0.05], [-0.02, 0.10, 0.53], [-0.28, 0.20, 0.35], [0.23, -0.48, 0.10], [-0.58, 0.06, 0.40], [-1.72, -0.73, 1.08], [0.27, 1.20, 0.50], [0.97, -0.07, 0.90], [-0.90, -0.13, -0.51], [-1.11, -0.16, -0.49], [0.84, 0.26, 0.84], [-1.56, -0.68, -0.76], [-1.36, 0.79, -0.65], [0.15, 0.08, 0.00], [-0.03, 0.07, -0.04], [0.04, 0.23, -0.25], [0.06, -0.45, -0.62], [0.87, -0.26, 0.17], [0.02, -0.04, -0.37], [0.31, -0.16, 0.06], [0.80, 0.03, -0.21], [0.36, -0.01, 0.25], [-0.19, 0.25, -0.25], [0.73, -0.12, 0.13], [-0.27, 0.34, -0.23], [-0.02, 0.01, 0.58], [0.61, 0.31, 0.34], [0.38, -0.47, -0.04], [0.95, 0.19, -0.20], [-0.06, 0.27, -0.48], [0.11, -0.36, -0.24], [0.12, 0.15, -0.34], [0.05, -0.22, 0.28], [-0.19, -1.14, 0.02], [1.17, 0.77, 0.62], [-2.44, 0.39, -0.78], [1.21, -1.18, -0.04], [-0.31, -1.42, 1.75], [0.73, -0.02, -0.92], [-0.68, -1.40, 1.04], [-0.21, 0.52, 0.94], [-0.60, 1.09, -1.45], [0.22, 0.72, -0.59], [-0.23, -0.51, -0.13], [0.23, 0.61, -0.59], [-0.20, 0.76, 0.11], [0.11, 0.02, -0.25], [0.12, -0.77, -0.07], [0.38, 0.23, 0.10], [-0.07, -0.24, 0.20], [0.17, -0.01, -0.18], [-0.29, 0.18, 0.14], [-0.38, 0.59, 0.40], [0.06, 0.39, 0.16], [-0.16, 0.25, 0.04], [0.03, 0.24, -0.74], [0.63, -0.11, -0.42], [0.09, -0.13, 0.42], [-0.05, 0.26, -0.02], [-0.42, 0.12, 0.27], [0.15, -0.08, 0.26], [0.41, 0.14, -0.03], [0.54, -0.21, -0.34], [-1.11, -0.10, 0.38], [0.71, 0.91, -1.82], [0.86, -0.34, 0.79], [0.22, 0.59, -0.48], [-0.21, 2.26, 0.08], [0.38, -1.03, 0.35], [-0.81, 0.28, 0.20], [2.05, 0.16, 1.70], [-1.10, 0.29, -0.84], [-0.77, 0.22, 0.41], [0.17, -0.26, -0.25], [0.56, 0.34, 0.08], [-0.07, 0.00, -0.04], [-0.08, -0.34, 0.25], [-0.04, 0.31, 0.06], [-0.28, -0.21, 0.02], [-0.14, -0.03, 0.23], [-0.33, -0.37, -0.67], [0.05, -0.32, 0.08], [-0.22, 0.48, 0.20], [0.11, 0.02, -0.04], [-0.06, -0.17, 0.32], [0.01, -0.42, -0.40], [-0.03, -0.45, 0.13], [0.04, -0.51, -0.94], [-0.18, -1.50, -0.35], [0.19, 0.19, 0.30], [0.00, -0.23, 0.07], [0.05, -0.01, -0.35], [0.14, 0.26, 0.45], [1.00, -1.66, -1.62], [-0.81, -0.04, -0.50], [-0.14, 1.43, 0.06], [0.40, -1.88, 0.91], [1.85, 0.87, -2.01], [0.02, -0.91, 1.56], [0.01, 0.34, 0.04], [0.12, 0.85, -0.24], [-0.85, 0.29, -2.06], [-0.62, -0.32, -0.33], [0.30, 0.57, 0.29], [-0.35, 0.83, 0.41], [-0.23, -0.34, 0.53], [0.34, 0.40, 0.29], [-0.23, -0.34, -0.39], [0.56, -0.31, 0.09], [-0.08, -0.54, 0.40], [0.03, -0.10, -0.23], [-0.70, -0.02, 0.27], [0.04, 0.20, 0.07], [-0.17, 0.19, 0.10], [-0.35, -0.03, -0.12], [-0.09, -0.26, 0.18], [0.06, 0.07, 0.12], [0.47, -0.12, 0.11], [0.07, 0.64, 0.24], [-0.15, 0.25, 0.34], [0.23, 0.07, 0.60], [-0.40, -0.48, 0.35], [-0.20, 0.36, 0.57], [0.62, 0.71, -0.28], [-0.72, -0.38, 0.48], [2.47, -0.34, -2.12], [-0.80, 0.30, 0.85], [1.61, 0.12, -1.50], [-0.30, 1.32, 2.13], [0.30, -0.02, -1.30], [1.08, 0.39, -0.49], [-0.20, -0.16, 0.54], [-0.80, -1.62, -0.69], [0.06, -0.04, -0.12], [-0.29, 0.05, -0.03], [-0.18, -0.14, 0.10], [-0.70, -0.19, -0.49], [-0.37, 0.49, 0.28], [-0.30, -0.13, 0.79], [0.07, 0.20, -0.16], [-0.57, 0.71, 0.19], [0.06, 0.16, 0.35], [-0.10, 0.11, 0.04], [-0.07, -0.32, -0.55], [0.21, -0.30, 0.07], [-0.79, 0.13, -0.07], [-0.46, -0.27, 0.99], [0.73, -0.28, -0.16], [0.04, -0.24, 0.03], [0.26, 0.11, -0.37], [-0.08, -0.33, 0.71], [-0.58, -0.15, -0.01], [-0.17, 0.21, 0.84], [1.55, 6.54, -3.25], [0.61, 4.19, -2.33], [1.95, -1.05, -0.91], [0.30, -0.23, 2.02], [-0.80, -1.01, 0.38], [-5.53, -8.77, 4.72], [-0.05, 0.94, 1.05], [1.50, -0.27, -1.75], [0.35, -0.40, 0.27], [3.32, -4.53, 0.96], [2.00, -2.44, -0.98], [-1.07, -0.08, -0.51], [-0.62, 0.35, 2.10], [-0.22, 0.44, 0.67], [-4.24, 9.55, -5.73], [1.46, -0.29, 2.29], [-1.02, -2.44, 0.96], [0.32, -0.37, 0.39], [2.00, -4.26, 1.36], [1.18, -2.92, -0.61], [-0.29, 0.89, 1.69], [0.30, 1.54, -0.37], [0.11, 0.48, 0.53], [-4.05, 5.82, -2.97], [1.13, -0.48, -0.43], [-0.74, -0.42, 1.56], [0.53, -0.56, -0.51], [-3.45, 4.03, -3.50], [5.51, -5.23, 9.31], [1.20, 2.61, -1.87], [-2.63, -2.20, -1.36], [0.26, 0.59, -0.55], [-2.28, 4.53, -0.84], [-1.71, -3.36, 0.26], [2.80, -0.62, -1.68], [0.27, -0.57, -0.22]],
  "mulliken_charge": [0.9950, -1.3578, -0.2152, -0.7561, 0.0970, -0.6356, -0.7996, -0.4944, -0.6973, -0.7970, -1.0410, 0.3583, 0.3926, 0.3395, 0.3213, 0.3918, 0.4413, 0.3470, 0.4957, 0.3518, 0.4213, 0.3774, 0.3309, 0.2884, 0.3903, 0.3486, 0.3994, 0.5565, 0.3140, 0.3589, 0.4723, -1.4039, -0.1964, -0.7060, 0.3583, -0.5778, -0.8465, -0.6146, -0.5586, -0.7700, -1.0603, 0.3316, 0.3565, 0.3973, 0.3249, 0.3242, 0.3532, 0.4313, 0.4721, 0.4116, 0.3880, 0.3826, 0.2299, 0.3339, 0.3381, 0.3508, 0.3825, 0.4234, 0.3178, 0.3604, 0.4659, -1.4297, -0.3222, -0.4344, 0.0223, -0.6543, -0.7590, -0.7200, -0.6222, -0.5971, -1.0156, 0.3538, 0.3539, 0.3858, 0.2693, 0.3551, 0.4487, 0.3299, 0.4179, 0.4208, 0.4234, 0.3278, 0.3043, 0.3930, 0.3940, 0.2986, 0.4759, 0.4113, 0.3517, 0.4309, 0.3864, -1.4001, -0.3280, -0.6747, 0.0884, -0.7275, -0.4963, -0.7003, -0.6523, -0.6708, -1.0295, 0.3800, 0.3745, 0.3643, 0.2720, 0.3858, 0.4323, 0.3543, 0.4785, 0.4622, 0.2781, 0.3573, 0.3804, 0.3131, 0.3278, 0.4168, 0.4264, 0.4243, 0.4370, 0.3709, 0.3554, -1.4490, -0.0841, -0.7027, 0.1061, -0.6295, -0.5784, -0.7511, -0.6665, -0.5713, -1.0208, 0.3706, 0.3588, 0.3675, 0.2908, 0.2212, 0.3850, 0.3502, 0.3836, 0.4789, 0.2870, 0.4241, 0.3902, 0.3306, 0.2802, 0.4386, 0.2962, 0.4785, 0.3933, 0.4033, 0.4190, -1.2576, -0.4735, -0.6636, 0.0775, -0.6673, -0.6377, -0.6684, -0.6033, -0.5742, -1.0175, 0.3318, 0.3573, 0.3742, 0.3997, 0.3151, 0.3790, 0.4501, 0.3924, 0.4767, 0.3616, 0.3044, 0.3083, 0.3838, 0.4028, 0.2963, 0.3855, 0.4165, 0.3762, 0.4203, 0.3539, -1.3159, -0.2792, -0.5843, 0.1083, -0.6774, -0.7189, -0.6727, -0.7406, -0.7060, -0.9926, 0.3467, 0.3523, 0.3739, 0.2239, 0.4162, 0.4303, 0.3614, 0.3900, 0.3900, 0.4356, 0.2826, 0.3070, 0.3804, 0.4159, 0.3371, 0.4102, 0.5414, 0.3519, 0.4480, 0.3849, -0.1840, 1.1010, -0.5511, -0.5468, -0.2935, 1.0089, -0.6172, -0.6122, -0.3054, -0.2320, 1.0932, -0.5681, -0.5212, -0.2496, 1.0338, -0.6425, -0.6003, -0.3134, -0.2576, 1.0672, -0.5312, -0.5815, -0.2783, 1.0607, -0.5855, -0.5579, -0.3346, -0.2034, 1.0146, -0.6000, -0.5460, -0.3413, 1.0406, -0.5331, -0.5454, -0.2836],
  "energy_ha": -8435.6552,
  "e_homo_ha": -0.4320,
  "gap_ev": 4.2,
  "charge": 4
}